(1)
The following is a quantum chemistry calculation of C27H51CoNO2Si2 as an isolated structure in a non-equilibrium geometry, from OMol25.

Output
- HOMO (spin up / spin down) (eV) = -10.308 / -11.290
- DFT total energy (eV) = -87784.47971
- orbital gap (spin up / spin down) (eV) = 7.1201 / 6.0159

The geometry in ORCA input format:
```
! RIJCOSX wB97M-V def2-TZVPD def2/J DEFGRID3
* xyz 1 5
O -1.18 2.93 0.68
O 2.49 2.67 -2.78
C -1.93 2.88 -0.55
C -3.31 3.50 -0.34
H -2.02 1.81 -0.81
H -1.42 3.40 -1.38
H -3.90 2.86 0.33
H -3.84 3.58 -1.29
H -3.23 4.51 0.10
C 0.21 3.25 0.48
C 0.50 4.42 -0.44
H 0.73 2.35 0.09
H 0.61 3.42 1.50
H 0.83 4.04 -1.42
H 1.31 5.01 -0.02
H -0.38 5.05 -0.58
C 3.43 1.93 -2.00
C 2.11 2.10 -4.02
C 4.16 2.87 -1.07
H 4.17 1.41 -2.64
H 2.89 1.16 -1.42
H 4.68 3.66 -1.62
H 4.90 2.30 -0.51
H 3.48 3.34 -0.36
C 2.11 3.15 -5.13
H 1.08 1.72 -3.90
H 2.77 1.27 -4.33
H 1.50 4.02 -4.87
H 1.70 2.70 -6.04
H 3.13 3.50 -5.34
H -0.50 -1.81 -0.77
Co -0.64 -0.69 2.26
C -0.58 -1.15 -1.62
Si -0.30 -2.29 -3.05
H -1.59 -0.74 -1.61
H 0.18 -0.38 -1.48
C -0.91 -1.62 -4.66
C -1.24 -3.74 -2.26
C 1.54 -2.53 -2.84
C -1.58 0.73 2.93
Si 0.01 0.98 3.96
H -2.50 0.50 3.49
H -1.83 1.51 2.19
C -0.01 2.79 4.45
C 1.50 0.62 2.85
C -0.02 -0.31 5.31
H 2.06 -1.57 -2.68
H 1.95 -3.02 -3.72
H 1.72 -3.16 -1.95
H -1.93 -1.21 -4.58
H -0.93 -2.48 -5.35
H -0.26 -0.85 -5.08
H -2.02 -3.38 -1.56
H -0.53 -4.33 -1.66
H -1.72 -4.38 -3.01
H 2.10 1.53 2.92
H 1.29 0.48 1.77
H 2.14 -0.21 3.19
H 0.75 -0.05 6.05
H 0.18 -1.33 4.94
H -1.01 -0.33 5.81
H 0.32 2.91 5.49
H -1.04 3.19 4.36
H 0.63 3.41 3.81
C 2.28 -3.67 1.28
C 1.53 -4.84 1.44
C 0.17 -4.74 1.76
C -0.39 -3.47 1.94
N 0.39 -2.33 1.95
C 1.69 -2.43 1.54
C -1.82 -3.21 1.94
C -2.81 -4.22 1.85
C -4.14 -3.86 1.63
C -4.47 -2.52 1.42
C -3.48 -1.51 1.52
C -2.19 -1.85 1.86
H 3.33 -3.69 0.95
H 1.99 -5.81 1.31
H -0.48 -5.62 1.85
H 2.23 -1.50 1.40
H -2.50 -5.26 1.97
H -4.90 -4.64 1.62
H -5.50 -2.25 1.19
H -3.74 -0.47 1.34
*
```

Calculated atomic charges, method Mulliken, unit e: atom 1 (O): -0.332, atom 2 (O): -0.271, atom 3 (C): 0.108, atom 4 (C): -1.331, atom 5 (H): -0.117, atom 6 (H): 0.496, atom 7 (H): 0.264, atom 8 (H): 0.409, atom 9 (H): 0.300, atom 10 (C): 0.694, atom 11 (C): -1.494, atom 12 (H): -0.085, atom 13 (H): -0.186, atom 14 (H): 0.314, atom 15 (H): 0.409, atom 16 (H): 0.449, atom 17 (C): 0.072, atom 18 (C): -0.025, atom 19 (C): -1.213, atom 20 (H): 0.496, atom 21 (H): -0.100, atom 22 (H): 0.316, atom 23 (H): 0.419, atom 24 (H): 0.145, atom 25 (C): -1.370, atom 26 (H): 0.116, atom 27 (H): 0.396, atom 28 (H): 0.303, atom 29 (H): 0.405, atom 30 (H): 0.307, atom 31 (H): -0.380, atom 32 (Co): -0.660, atom 33 (C): -0.089, atom 34 (Si): 0.220, atom 35 (H): 0.364, atom 36 (H): -0.014, atom 37 (C): -0.987, atom 38 (C): -0.971, atom 39 (C): -0.777, atom 40 (C): -0.215, atom 41 (Si): 0.406, atom 42 (H): 0.732, atom 43 (H): 0.300, atom 44 (C): -1.242, atom 45 (C): -0.973, atom 46 (C): -1.182, atom 47 (H): 0.152, atom 48 (H): 0.381, atom 49 (H): 0.174, atom 50 (H): 0.344, atom 51 (H): 0.323, atom 52 (H): 0.287, atom 53 (H): 0.249, atom 54 (H): 0.219, atom 55 (H): 0.427, atom 56 (H): 0.496, atom 57 (H): 0.012, atom 58 (H): 0.476, atom 59 (H): 0.367, atom 60 (H): 0.291, atom 61 (H): 0.328, atom 62 (H): 0.414, atom 63 (H): 0.388, atom 64 (H): 0.319, atom 65 (C): -0.953, atom 66 (C): -0.483, atom 67 (C): -0.875, atom 68 (C): 0.767, atom 69 (N): 0.404, atom 70 (C): -0.077, atom 71 (C): 0.944, atom 72 (C): -0.721, atom 73 (C): -0.722, atom 74 (C): -0.675, atom 75 (C): 0.246, atom 76 (C): -0.426, atom 77 (H): 0.456, atom 78 (H): 0.450, atom 79 (H): 0.393, atom 80 (H): 0.483, atom 81 (H): 0.325, atom 82 (H): 0.411, atom 83 (H): 0.453, atom 84 (H): 0.531

=====

(2)
The following is a quantum chemistry calculation of one molecule with the formula C3H2F5N2P in a non-equilibrium geometry, from OMol25.

Output
- HOMO (eV) = -9.321
- DFT total energy (eV) = -28997.41459
- orbital gap (eV) = 9.1422
- relative energy (zero: lowest compared OMol25 entry of this formula, charge and spin) (kcal per mole) = 0.3

The geometry in ORCA input format:
```
! RIJCOSX wB97M-V def2-TZVPD def2/J DEFGRID3
* xyz 0 1
F 3.95 -0.68 0.94
C 3.36 0.30 0.21
F 4.27 1.24 -0.12
F 2.45 0.90 1.02
P 2.56 -0.47 -1.31
N 1.52 1.04 -1.50
N 0.43 1.03 -0.97
C 0.10 0.06 -0.03
C 1.25 -1.30 -0.18
F 1.55 -1.66 1.03
F 0.68 -2.27 -0.85
H -0.87 -0.37 -0.27
H 0.21 0.40 1.05
*
```

Calculated atomic charges, method natural (NBO), unit e: atom 1 (F): -0.325, atom 2 (C): 0.741, atom 3 (F): -0.322, atom 4 (F): -0.337, atom 5 (P): 0.684, atom 6 (N): -0.313, atom 7 (N): -0.081, atom 8 (C): -0.347, atom 9 (C): 0.456, atom 10 (F): -0.313, atom 11 (F): -0.331, atom 12 (H): 0.230, atom 13 (H): 0.258

=====

(3)
The following is a quantum chemistry calculation of C22H21N3O5 as an isolated structure in a non-equilibrium geometry, from OMol25.

Output
- HOMO (eV) = -8.720
- DFT total energy (eV) = -37837.49691
- orbital gap (eV) = 6.7811
- relative energy (zero: lowest compared OMol25 entry of this formula, charge and spin) (kcal per mole) = 654.7

The geometry in ORCA input format:
```
! RIJCOSX wB97M-V def2-TZVPD def2/J DEFGRID3
* xyz 0 1
C -3.10 -3.18 1.23
H -2.44 -3.53 2.01
C -2.42 -3.72 -0.15
C -1.05 -3.51 -0.41
N -0.91 -2.65 -1.57
C -1.53 -1.26 -1.02
C -0.86 -0.68 0.27
C -1.32 0.32 0.87
C -2.70 0.87 0.93
C -3.33 1.08 -0.14
C -4.72 1.82 -0.01
C -5.37 1.94 1.11
C -4.52 1.39 2.24
C -3.23 1.18 2.30
H -2.70 0.87 3.04
H -5.05 1.71 3.45
H -6.24 2.06 1.30
N -5.44 1.87 -1.15
O -4.76 1.77 -2.36
O -6.54 2.44 -1.00
H -2.99 1.01 -1.20
H -0.78 0.68 1.98
C 0.63 -0.88 0.42
O 1.09 -0.79 1.62
C 1.31 -1.44 -1.04
C 2.71 -1.43 -1.05
C 3.62 -0.94 -0.21
C 4.39 0.43 -0.81
C 5.21 0.91 0.11
C 5.54 0.58 1.40
C 4.79 -0.31 1.83
C 3.81 -1.13 1.00
H 3.33 -1.88 1.58
H 4.93 -0.83 2.88
H 6.21 1.10 1.90
N 6.09 2.22 -0.57
O 5.85 2.30 -1.94
O 6.86 2.61 0.36
H 4.19 0.60 -1.79
H 2.90 -1.70 -1.88
C 0.52 -2.39 -1.66
H 0.31 -1.67 -2.52
H 0.77 -3.34 -2.01
H -1.40 -0.67 -1.93
H -2.64 -1.20 -0.95
H -0.43 -4.44 -0.75
H -0.55 -3.28 0.61
H -2.55 -5.04 0.01
H -3.14 -3.42 -1.10
H -3.22 -2.02 1.16
H -4.16 -3.41 1.22
*
```

Calculated atomic charges, method natural (NBO), unit e: atom 1 (C): -0.618, atom 2 (H): 0.215, atom 3 (C): -0.395, atom 4 (C): -0.306, atom 5 (N): -0.348, atom 6 (C): -0.313, atom 7 (C): -0.175, atom 8 (C): -0.092, atom 9 (C): -0.077, atom 10 (C): -0.191, atom 11 (C): 0.066, atom 12 (C): -0.089, atom 13 (C): -0.145, atom 14 (C): -0.178, atom 15 (H): 0.211, atom 16 (H): 0.195, atom 17 (H): 0.202, atom 18 (N): 0.447, atom 19 (O): -0.414, atom 20 (O): -0.322, atom 21 (H): 0.269, atom 22 (H): 0.225, atom 23 (C): 0.562, atom 24 (O): -0.564, atom 25 (C): -0.043, atom 26 (C): -0.158, atom 27 (C): -0.054, atom 28 (C): -0.165, atom 29 (C): 0.114, atom 30 (C): -0.298, atom 31 (C): -0.118, atom 32 (C): -0.147, atom 33 (H): 0.228, atom 34 (H): 0.211, atom 35 (H): 0.249, atom 36 (N): 0.478, atom 37 (O): -0.402, atom 38 (O): -0.320, atom 39 (H): 0.244, atom 40 (H): 0.182, atom 41 (C): -0.336, atom 42 (H): 0.240, atom 43 (H): 0.239, atom 44 (H): 0.216, atom 45 (H): 0.241, atom 46 (H): 0.197, atom 47 (H): 0.190, atom 48 (H): 0.202, atom 49 (H): 0.228, atom 50 (H): 0.193, atom 51 (H): 0.224

=====

(4)
The following is a quantum chemistry calculation of one molecule with the formula C4H7NO in a non-equilibrium geometry, from OMol25.

Output
- HOMO (eV) = -10.497
- DFT total energy (eV) = -7798.07222
- orbital gap (eV) = 11.2864
- relative energy (zero: lowest compared OMol25 entry of this formula, charge and spin) (kcal per mole) = 36.3

The geometry in ORCA input format:
```
! RIJCOSX wB97M-V def2-TZVPD def2/J DEFGRID3
* xyz 0 1
C -0.21 1.86 0.37
O 0.35 1.18 -0.74
C -0.15 -0.13 -0.88
C 0.63 -1.09 0.04
C -0.10 -2.29 0.46
N -0.69 -3.21 0.85
H -1.29 1.99 0.25
H -0.04 1.34 1.32
H 0.26 2.84 0.42
H -1.23 -0.16 -0.69
H 0.01 -0.41 -1.93
H 0.88 -0.54 0.96
H 1.57 -1.38 -0.43
*
```

Calculated atomic charges, method natural (NBO), unit e: atom 1 (C): -0.255, atom 2 (O): -0.526, atom 3 (C): -0.049, atom 4 (C): -0.544, atom 5 (C): 0.282, atom 6 (N): -0.323, atom 7 (H): 0.171, atom 8 (H): 0.161, atom 9 (H): 0.201, atom 10 (H): 0.177, atom 11 (H): 0.199, atom 12 (H): 0.252, atom 13 (H): 0.253

=====

(5)
The following is a quantum chemistry calculation of one molecule with the formula C4H8Cl2FN in a non-equilibrium geometry, from OMol25.

Output
- HOMO (eV) = -9.888
- DFT total energy (eV) = -33529.78988
- orbital gap (eV) = 10.5571
- relative energy (zero: lowest compared OMol25 entry of this formula, charge and spin) (kcal per mole) = 0.0

The geometry in ORCA input format:
```
! RIJCOSX wB97M-V def2-TZVPD def2/J DEFGRID3
* xyz 0 1
N 2.27 -0.52 -0.80
C 0.94 -0.29 -0.20
C 1.17 -0.15 1.30
F -0.04 -0.11 2.01
C 0.54 0.96 -0.92
Cl -0.67 1.90 -0.15
C 0.00 -1.42 -0.53
Cl -1.80 -1.08 -0.26
H 2.82 -1.22 -0.36
H 2.20 -0.83 -1.78
H 1.80 -0.98 1.64
H 1.73 0.80 1.59
H 1.39 1.61 -1.06
H 0.20 0.76 -1.99
H 0.11 -1.67 -1.60
H 0.15 -2.31 0.11
*
```

Calculated atomic charges, method natural (NBO), unit e: atom 1 (N): -0.820, atom 2 (C): -0.019, atom 3 (C): 0.057, atom 4 (F): -0.362, atom 5 (C): -0.407, atom 6 (Cl): -0.009, atom 7 (C): -0.344, atom 8 (Cl): -0.078, atom 9 (H): 0.365, atom 10 (H): 0.365, atom 11 (H): 0.167, atom 12 (H): 0.191, atom 13 (H): 0.236, atom 14 (H): 0.216, atom 15 (H): 0.214, atom 16 (H): 0.227